Record 1
An isolated molecule of C7H13FN2O2 at a distorted geometry. Source: the OMol25 dataset; level of theory: ωB97M-V/def2-TZVPD.

Element x y z (Å)
C (2.42, 0.67, 1.08)
C (2.40, 0.63, -0.53)
C (0.86, 0.72, -1.01)
F (0.33, 1.94, -0.43)
N (0.02, -0.39, -0.51)
C (-1.41, -0.26, -0.90)
C (-2.29, -0.29, 0.46)
C (-2.93, 1.07, 0.99)
N (-2.45, -1.47, 1.03)
C (0.58, -1.71, -0.80)
O (0.35, -2.39, -1.84)
O (1.50, -2.29, 0.13)
H (3.29, -0.01, 1.41)
H (2.54, 1.73, 1.50)
H (1.48, 0.24, 1.57)
H (2.92, -0.29, -0.96)
H (2.90, 1.60, -0.89)
H (0.83, 0.82, -2.16)
H (-1.62, 0.73, -1.45)
H (-1.81, -1.11, -1.55)
H (-3.66, 1.51, 0.20)
H (-2.14, 1.89, 1.17)
H (-3.45, 0.84, 1.97)
H (-1.96, -2.20, 0.47)
H (1.31, -1.98, 1.04)

For the maximum force, the calculation gives 4.89 eV Å⁻¹. For the LUMO energy, the calculation gives 0.71 eV. Its SMILES is [H]/N=C(/C)CN(C(=O)O)[C@@H](F)CC. The total charge is 0. The value obtained for the total energy is -634.31714 Ha.

Just the Mulliken charges please, in e? Sure, here they are:
1 C -0.96
2 C -0.47
3 C -0.09
4 F -0.34
5 N 0.63
6 C -1.03
7 C 0.81
8 C -1.01
9 N -0.77
10 C 0.19
11 O -0.57
12 O -0.46
13 H 0.26
14 H 0.30
15 H 0.22
16 H 0.36
17 H 0.34
18 H 0.31
19 H 0.37
20 H 0.39
21 H 0.27
22 H 0.25
23 H 0.32
24 H 0.28
25 H 0.38

***

Record 2
A cluster of 2 separate species, C3H10N2O2 in total at a distorted geometry. Source: the OMol25 dataset; level of theory: ωB97M-V/def2-TZVPD.

Element x y z (Å)
C (0.78, 1.30, -1.12)
N (0.43, 1.49, -2.52)
C (0.29, -0.03, -0.54)
N (0.72, -0.23, 0.81)
H (0.40, 2.08, -0.43)
H (1.87, 1.32, -1.01)
H (-0.59, 1.36, -2.64)
H (0.62, 2.45, -2.79)
H (0.71, -0.86, -1.13)
H (-0.78, -0.12, -0.64)
H (0.08, -1.72, 1.58)
H (1.69, 0.01, 0.97)
H (0.17, 0.34, 1.46)
O (-1.61, -0.71, 2.51)
C (-1.64, -1.84, 2.01)
O (-0.57, -2.52, 1.65)
H (-2.57, -2.33, 1.81)

For the maximum force, the calculation gives 2.64 eV Å⁻¹. For the LUMO energy, the calculation gives 0.91 eV. Its SMILES is NCCN.O=CO. As for the energy above the lowest of the compared OMol25 structures with the same formula, charge and spin: 1.1285 eV. The total charge is 0. The value obtained for the total energy is -380.29519 Ha.

Just the Mulliken charges please, in e? Sure, here they are:
1 C -0.42
2 N -0.60
3 C -0.56
4 N -0.60
5 H 0.28
6 H 0.29
7 H 0.23
8 H 0.24
9 H 0.30
10 H 0.33
11 H 0.47
12 H 0.22
13 H 0.30
14 O -0.56
15 C 0.09
16 O -0.42
17 H 0.41

***

Record 3
A cluster of 2 separate species, C2H8O5Si in total. Source: the OMol25 dataset; level of theory: ωB97M-V/def2-TZVPD.

Element x y z (Å)
C (-2.23, -0.35, 0.15)
C (-1.81, 0.88, -0.15)
O (-2.55, -1.27, -0.82)
O (-2.42, -0.80, 1.41)
O (1.27, 1.06, -0.02)
O (-1.63, 1.18, -1.50)
O (-1.45, 1.84, 0.74)
Si (1.75, -0.50, 0.18)
H (-2.33, -0.90, -1.68)
H (-2.91, -1.63, 1.35)
H (1.89, 1.73, -0.27)
H (-1.04, 1.94, -1.55)
H (-0.52, 1.71, 0.99)
H (2.30, -1.02, -1.07)
H (2.79, -0.50, 1.22)
H (0.53, -1.13, 0.63)

For the maximum force, the calculation gives 0.86 eV Å⁻¹. For the LUMO energy, the calculation gives 0.28 eV. Its SMILES is OC(O)=C(O)O.O[SiH3]. As for the energy above the lowest of the compared OMol25 structures with the same formula, charge and spin: 5.0044 eV. The total charge is 0. The value obtained for the total energy is -746.68101 Ha.

Just the Mulliken charges please, in e? Sure, here they are:
1 C -0.05
2 C 0.84
3 O -0.57
4 O -0.48
5 O -0.38
6 O -0.58
7 O -0.54
8 Si 0.46
9 H 0.33
10 H 0.34
11 H 0.30
12 H 0.32
13 H 0.36
14 H -0.11
15 H -0.12
16 H -0.12

***

Record 4
A structure of composition CH4O2P at a distorted geometry. Source: the OMol25 dataset; level of theory: ωB97M-V/def2-TZVPD.

Element x y z (Å)
C (-1.29, -0.44, 0.37)
O (1.71, -1.10, -0.56)
O (1.25, 1.39, -0.17)
P (1.14, -0.24, 0.45)
H (-1.46, -1.14, -0.38)
H (-1.51, 0.64, -0.15)
H (-1.75, -0.43, 1.37)
H (1.92, 1.33, -0.92)

For the maximum force, the calculation gives 5.42 eV Å⁻¹. For the LUMO energy, the calculation gives 4.60 eV. As for the energy above the lowest of the compared OMol25 structures with the same formula, charge and spin: 2.0539 eV. The total charge is -1. The value obtained for the total energy is -532.35421 Ha.

Just the Mulliken charges please, in e? Sure, here they are:
1 C -1.02
2 O -0.51
3 O -0.49
4 P 0.15
5 H 0.28
6 H 0.11
7 H 0.21
8 H 0.27

***

Record 5
An isolated molecule of C5H6O2 at a distorted geometry. Source: the OMol25 dataset; level of theory: ωB97M-V/def2-TZVPD.

Element x y z (Å)
C (-1.75, 0.98, 0.25)
C (-0.99, -0.34, 0.40)
O (-1.50, -1.31, -0.46)
C (0.44, 0.04, 0.35)
O (1.08, -0.73, -0.55)
C (2.36, -0.39, -0.52)
C (3.49, -0.01, -0.40)
H (-2.81, 0.81, 0.45)
H (-1.63, 1.35, -0.77)
H (-1.36, 1.72, 0.95)
H (-1.05, -0.66, 1.46)
H (-0.76, -1.78, -0.87)
H (4.49, 0.33, -0.30)

For the maximum force, the calculation gives 1.09 eV Å⁻¹. For the LUMO energy, the calculation gives 0.19 eV. As for the energy above the lowest of the compared OMol25 structures with the same formula, charge and spin: 5.6863 eV. The total charge is 0. The value obtained for the total energy is -344.39294 Ha.

Just the Mulliken charges please, in e? Sure, here they are:
1 C -1.16
2 C 0.79
3 O -0.55
4 C -0.67
5 O -0.31
6 C 0.03
7 C -0.04
8 H 0.32
9 H 0.32
10 H 0.34
11 H 0.18
12 H 0.35
13 H 0.38

***

Record 6
The ion C3H8NO2 with charge -1 at a distorted geometry. Source: the OMol25 dataset; level of theory: ωB97M-V/def2-TZVPD.

Element x y z (Å)
N (0.47, 1.43, 0.02)
C (-0.31, 0.14, -0.30)
C (0.74, -0.97, -0.49)
O (1.69, -0.57, -1.50)
C (-1.26, -0.28, 0.83)
O (-1.73, -1.51, 0.71)
H (0.54, 1.30, 1.03)
H (-0.19, 2.18, -0.17)
H (-0.84, 0.42, -1.21)
H (0.17, -1.79, -0.90)
H (1.31, -1.10, 0.44)
H (2.11, 0.23, -1.17)
H (-1.99, 0.60, 0.89)
H (-0.70, -0.08, 1.81)

For the maximum force, the calculation gives 2.52 eV Å⁻¹. For the LUMO energy, the calculation gives 4.17 eV. Its SMILES is N[C@H](C[O-])CO. As for the energy above the lowest of the compared OMol25 structures with the same formula, charge and spin: 2.7414 eV. The total charge is -1. The value obtained for the total energy is -324.31464 Ha.

Just the Mulliken charges please, in e? Sure, here they are:
1 N -0.76
2 C 0.22
3 C -0.68
4 O -0.57
5 C -0.48
6 O -0.86
7 H 0.27
8 H 0.26
9 H 0.36
10 H 0.32
11 H 0.25
12 H 0.33
13 H 0.21
14 H 0.11

***

- Among the records above, which one has the lowest LUMO energy?
  C5H6O2

***

- Number 4 is which compound?
  CH4O2P